No. 1
Density functional theory data (the ωB97M-V functional and the def2-TZVPD basis) for a structure of composition C24H31N2O3PSTl in a non-equilibrium geometry.

- energy above the lowest of the compared OMol25 structures with the same formula, charge and spin (kJ/mol) = 52.4
- gap between HOMO and LUMO (eV) = 6.58
- HOMO level (eV) = -3.9
- net charge = -1
- E (eV) = -59331.663

Atoms and positions in Å:
Tl -0.368 -2.396 0.078
C -4.047 -2.969 -2.975
C -3.252 -2.318 -1.845
O -2.220 -2.992 -1.498
C -3.599 -1.048 -1.400
C -3.101 -0.373 -0.204
C -3.774 0.935 -0.006
N -2.210 -0.780 0.626
N -2.005 0.052 1.726
C -1.162 -0.469 2.576
O -0.516 -1.583 2.478
C -0.957 0.224 3.890
C -1.097 1.626 4.013
C -0.895 2.289 5.232
C -0.557 1.550 6.337
C -0.429 0.152 6.258
C -0.540 -0.511 5.016
H -3.380 -3.491 -3.685
H -4.715 -2.210 -3.436
H -4.660 -3.681 -2.482
H -4.377 -0.487 -1.913
H -4.435 1.175 -0.821
H -3.031 1.765 0.067
H -4.339 0.977 0.943
H -1.384 2.180 3.164
H -0.994 3.371 5.265
H -0.320 1.971 7.324
H -0.209 -0.449 7.153
H -0.254 -1.513 4.887
C 5.856 -0.740 0.499
P 4.658 -0.569 1.891
C 3.577 -1.930 1.457
C 3.679 0.885 1.321
C 2.298 0.927 1.426
C 1.564 2.105 1.032
C 2.253 3.134 0.528
C 3.628 3.106 0.437
C 4.361 2.011 0.838
H 5.425 -0.851 -0.495
H 6.494 -1.597 0.780
H 6.621 0.005 0.527
H 3.254 -1.906 0.395
H 2.716 -1.938 2.104
H 4.075 -2.870 1.660
H 1.722 0.012 1.659
H 0.448 2.152 1.066
H 1.745 4.018 0.163
H 4.124 3.947 -0.024
H 5.472 2.020 0.898
O 1.524 0.640 -4.915
S 0.563 0.308 -3.760
C -0.080 -1.316 -4.162
C -1.301 -1.154 -5.074
C -1.545 0.348 -5.349
C -1.031 1.058 -4.078
H -0.346 -1.820 -3.189
H 0.748 -1.782 -4.652
H -2.212 -1.571 -4.638
H -1.169 -1.728 -5.985
H -2.572 0.616 -5.563
H -0.875 0.659 -6.213
H -1.740 0.643 -3.283
H -1.105 2.177 -4.072

These are the Löwdin partial charges, in e, on atoms 1 to 6: 0.87, -0.05, -0.53, -0.30, -0.06, -0.38



No. 2
Density functional theory data (the ωB97M-V functional and the def2-TZVPD basis) for an isolated molecule of C24H31N5O2.

- energy above the lowest of the compared OMol25 structures with the same formula, charge and spin (kJ/mol) = 94.3
- SMILES string = Cc1ccc(OCC(=O)Nc2ccc3c(c2)nc(CCN2CCN(C)CC2)n3C)cc1
- gap between HOMO and LUMO (eV) = 8.63
- HOMO level (eV) = -8.1
- net charge = 0
- E (eV) = -36937.457

Atoms and positions in Å:
C 1.738 3.534 -0.797
C 1.375 2.730 0.417
C 1.264 1.346 0.350
C 0.916 0.610 1.463
C 0.672 1.241 2.682
O 0.329 0.415 3.715
C -0.219 0.952 4.895
C -1.265 -0.005 5.475
O -1.323 -0.231 6.665
N -2.124 -0.579 4.603
C -2.214 -0.401 3.204
C -2.391 0.887 2.680
C -2.430 1.116 1.322
C -2.325 0.015 0.489
C -2.223 -1.298 1.007
C -2.160 -1.510 2.378
N -2.169 -2.190 -0.028
C -2.210 -1.477 -1.120
C -2.160 -2.057 -2.486
C -0.944 -2.997 -2.695
N 0.368 -2.408 -2.636
C 0.810 -2.017 -1.314
C 2.302 -1.705 -1.355
N 2.534 -0.610 -2.282
C 3.915 -0.176 -2.269
C 2.103 -1.015 -3.607
C 0.612 -1.340 -3.579
N -2.315 -0.129 -0.877
C -2.354 0.938 -1.836
C 0.805 2.621 2.764
C 1.146 3.349 1.637
H 2.004 2.879 -1.622
H 2.580 4.190 -0.584
H 0.900 4.160 -1.105
H 1.461 0.845 -0.587
H 0.818 -0.464 1.418
H -0.702 1.920 4.723
H 0.560 1.085 5.657
H -2.676 -1.330 4.999
H -2.496 1.718 3.360
H -2.538 2.120 0.939
H -2.051 -2.505 2.779
H -2.153 -1.267 -3.237
H -3.056 -2.665 -2.636
H -0.990 -3.777 -1.933
H -1.050 -3.461 -3.681
H 0.615 -2.836 -0.620
H 0.279 -1.122 -0.953
H 2.643 -1.404 -0.363
H 2.854 -2.611 -1.660
H 4.032 0.663 -2.955
H 4.172 0.156 -1.264
H 4.614 -0.972 -2.568
H 2.285 -0.192 -4.303
H 2.659 -1.902 -3.958
H 0.286 -1.662 -4.572
H 0.070 -0.415 -3.311
H -2.531 1.874 -1.312
H -3.158 0.782 -2.559
H -1.402 1.017 -2.370
H 0.662 3.143 3.699
H 1.243 4.423 1.716

These are the Löwdin partial charges, in e, on atoms 1 to 6: -0.05, -0.28, -0.04, 0.00, -0.28, -0.04



Which of these has the lowest net charge?
C24H31N2O3PSTl